No. 1
The following is a quantum chemistry calculation of a molecular structure, C40H36ClCoI2N3P, from the OMol25 dataset.

LUMO energy (spin up / spin down): -6.91 / -8.46 eV
Highest occupied orbital energy (spin up / spin down): -13.6 / -13.6 eV
2S+1: 5
Energy above the lowest of the compared OMol25 structures with the same formula, charge and spin: 0.000 eV
Charge: +2

Each line ends with the Löwdin charge.
CARTESIAN COORDINATES (ANGSTROEM)
Co 0.05147 0.14456 -0.14967  0.05
C -0.23180 0.16597 6.36149  -0.02
C 0.20237 -1.26125 6.14609  -0.20
C 0.12112 -2.20672 7.16448  -0.02
C 0.52417 -3.51973 6.97176  -0.05
C 1.04492 -3.91104 5.74818  -0.06
C 1.15848 -2.98187 4.72443  -0.04
C 0.71879 -1.67777 4.92213  -0.20
N 0.83910 -0.69950 3.87686  0.18
C 0.39189 -0.81002 2.61918  -0.34
N -0.41382 -1.86849 2.36887  0.16
C -0.97990 -2.26654 1.16050  -0.35
C -0.91963 -1.50082 -0.01004  -0.33
C -1.57189 -1.95960 -1.15354  -0.18
C -2.29326 -3.13685 -1.13629  -0.04
C -2.35638 -3.89180 0.03126  -0.02
C -1.70281 -3.49275 1.18122  -0.24
C -1.76624 -4.31615 2.44114  -0.02
N 0.69302 0.08232 1.69080  0.04
C 1.59234 1.13512 2.12806  -0.32
C 1.02328 2.32669 2.56688  -0.06
C 1.82715 3.37809 2.97351  -0.06
C 3.20839 3.22898 2.94154  -0.05
C 3.76512 2.03064 2.52432  -0.02
C 2.97328 0.95142 2.12409  -0.22
C 3.61620 -0.36426 1.76266  -0.04
H -0.80782 0.25706 7.28028  0.09
H -0.84739 0.52903 5.53499  0.06
H 0.62837 0.83689 6.45317  0.10
H -0.27673 -1.90402 8.12630  0.12
H 0.44421 -4.23354 7.78144  0.12
H 1.38882 -4.92630 5.59737  0.12
H 1.62507 -3.26047 3.78389  0.12
H 1.27474 0.18277 4.10564  0.15
H -0.58573 -2.46597 3.16473  0.11
H -1.51495 -1.39934 -2.07466  0.09
H -2.79692 -3.47407 -2.03353  0.13
H -2.92145 -4.81611 0.04456  0.13
H -2.38083 -5.19947 2.28445  0.10
H -2.20619 -3.76039 3.27568  0.10
H -0.77395 -4.65725 2.75291  0.09
H -0.05841 2.41846 2.57326  0.10
H 1.38193 4.30637 3.30969  0.11
H 3.85081 4.04412 3.24995  0.12
H 4.84346 1.91372 2.51777  0.13
H 4.54024 -0.20248 1.20745  0.09
H 2.96168 -0.99109 1.16028  -0.01
H 3.87633 -0.92483 2.66569  0.10
Cl 1.04485 2.30709 -0.65949  0.80
C -0.24260 3.33835 -1.28141  -0.55
C 0.11581 4.54349 -1.84909  -0.07
C -0.89562 5.36309 -2.32987  -0.03
C -2.22559 4.97210 -2.24117  -0.03
C -2.55650 3.75177 -1.67085  -0.06
C -1.55774 2.91592 -1.17275  -0.37
P -1.94106 1.31473 -0.41859  1.09
C -2.48275 1.62409 1.27347  -0.35
C -2.55021 2.91076 1.79998  -0.07
C -2.93145 3.09339 3.12419  -0.05
C -3.24349 1.99946 3.91823  -0.05
C -3.17816 0.71203 3.39433  -0.06
C -2.79417 0.52223 2.07688  -0.11
C -3.33602 0.70644 -1.38196  -0.37
C -4.56177 0.39979 -0.80221  -0.06
C -5.61706 -0.01630 -1.60750  -0.05
C -5.45101 -0.11464 -2.97993  -0.04
C -4.22871 0.20706 -3.56428  -0.05
C -3.17436 0.61854 -2.76843  -0.10
H 1.15527 4.83640 -1.91861  0.12
H -0.63668 6.31018 -2.78526  0.13
H -3.00608 5.61540 -2.62531  0.12
H -3.59288 3.44071 -1.61449  0.13
H -2.30584 3.77006 1.18771  0.11
H -2.98736 4.09423 3.53266  0.12
H -3.54809 2.14927 4.94699  0.12
H -3.43637 -0.13969 4.01209  0.12
H -2.75007 -0.48040 1.66438  0.10
H -4.70260 0.48329 0.26800  0.10
H -6.57236 -0.25394 -1.15791  0.12
H -6.27838 -0.43249 -3.60163  0.12
H -4.10484 0.14378 -4.63770  0.12
H -2.22872 0.89190 -3.22902  0.12
I 1.82050 -0.86840 -1.80703  0.50
I 1.46110 -3.56168 -0.18001  0.62

Atomic forces in eV per Å
Co 0.0 -0.3 0.4
C 0.0 -0.1 0.0
C -0.1 0.1 0.1
C -0.1 0.0 0.1
C 0.0 0.0 0.0
C 0.0 0.0 -0.1
C 0.1 -0.1 -0.1
C 0.0 0.1 -0.1
N 0.2 -0.2 0.2
C -0.1 0.1 -0.1
N -0.2 0.0 -0.2
C 0.2 -0.1 0.3
C 0.0 0.1 -0.3
C -0.1 0.0 0.0
C 0.0 0.1 0.0
C 0.0 0.0 0.2
C -0.1 -0.1 0.0
C 0.0 0.0 -0.1
N 0.2 0.1 0.0
C -0.2 -0.1 0.0
C -0.1 0.1 0.0
C 0.0 0.0 0.0
C 0.0 0.0 0.0
C 0.0 0.0 0.0
C 0.1 -0.1 -0.1
C 0.0 0.1 0.0
H 0.0 0.0 0.0
H 0.0 0.0 0.0
H 0.0 0.0 0.0
H 0.0 0.0 0.0
H 0.0 0.0 0.0
H 0.0 0.0 0.0
H 0.0 0.0 0.0
H 0.1 0.0 0.0
H 0.0 0.0 0.0
H 0.0 0.1 0.0
H 0.0 0.0 0.0
H 0.0 0.0 0.0
H 0.0 0.0 0.0
H 0.0 0.0 0.0
H 0.0 0.0 0.0
H 0.1 0.0 0.0
H 0.0 0.0 0.0
H 0.0 0.0 0.0
H -0.1 0.0 0.0
H 0.0 0.0 0.0
H 0.0 0.0 0.0
H 0.0 0.0 0.0
Cl 0.0 0.2 -0.1
C 0.0 0.0 0.1
C 0.1 0.0 0.0
C 0.0 0.0 0.0
C 0.0 0.0 0.0
C 0.0 0.1 0.0
C 0.1 -0.1 0.1
P -0.2 0.2 -0.2
C 0.0 -0.1 0.0
C 0.0 0.0 0.0
C 0.0 0.0 0.0
C 0.0 0.0 0.0
C 0.0 0.0 0.0
C 0.0 0.0 0.0
C 0.0 0.1 0.0
C 0.0 -0.1 0.0
C 0.0 0.0 0.1
C 0.0 0.0 0.0
C 0.0 0.0 0.0
C 0.1 0.0 0.0
H 0.0 0.0 0.0
H 0.0 0.0 0.0
H 0.0 0.0 0.0
H 0.0 0.0 0.0
H 0.0 0.0 0.0
H 0.0 0.0 0.0
H 0.0 0.0 0.0
H 0.0 0.0 0.0
H 0.0 0.1 0.0
H 0.0 0.0 0.0
H 0.0 0.0 0.0
H 0.0 0.0 0.0
H 0.0 0.0 0.0
H 0.0 0.0 0.0
I 0.1 0.0 -0.1
I -0.1 0.0 0.0

No. 2
The following is a quantum chemistry calculation of C4H3N3 in the gas phase, from the OMol25 dataset.

LUMO energy: -0.23 eV
Highest occupied orbital energy: -9.7 eV
Energy above the lowest of the compared OMol25 structures with the same formula, charge and spin: 2.496 eV
Charge: 0

Each line ends with the Löwdin charge.
CARTESIAN COORDINATES (ANGSTROEM)
N -2.68160 -1.07234 -1.64047  0.17
C -1.76996 -0.62109 -1.08963  -0.12
C -0.62417 -0.11200 -0.38157  -0.35
N -0.20707 1.09439 -0.41176  0.14
C 0.94538 1.05177 0.46477  -0.25
C 1.14538 -0.27978 1.07041  -0.02
N 0.16581 -0.94668 0.44038  0.04
H 1.10866 1.95133 1.04021  0.11
H 1.92130 0.86938 -0.05053  0.14
H -0.00373 -1.93498 0.55818  0.14

Atomic forces in eV per Å
N 1.0 0.5 0.6
C -0.8 -0.4 -0.5
C 0.2 0.4 0.0
N -0.1 -0.6 0.0
C 0.8 0.0 0.2
C -1.0 -0.3 0.3
N 0.1 -0.2 0.2
H 0.0 0.1 0.2
H -0.2 0.6 -0.7
H 0.0 0.0 -0.1

No. 3
The following is a quantum chemistry calculation of a molecular structure, C33H45CaN3O8SSi, from the OMol25 dataset.

LUMO energy: 4.02 eV
Highest occupied orbital energy: -2.4 eV
Energy above the lowest of the compared OMol25 structures with the same formula, charge and spin: 0.777 eV
Charge: -2

Each line ends with the Löwdin charge.
CARTESIAN COORDINATES (ANGSTROEM)
Ca 0.40171 -0.27810 1.88924  1.35
C 4.12670 -1.10833 4.60450  -0.12
C 5.30425 -0.86954 3.90303  -0.13
C 5.23094 -0.63220 2.54313  -0.09
C 3.98639 -0.63748 1.88930  -0.24
C 2.76340 -0.83892 2.55685  -0.14
C 2.90890 -1.07275 3.94148  -0.14
C 3.97023 -0.43465 0.41011  -0.24
C 5.18100 -0.59027 -0.34839  -0.02
C 5.16139 -0.49619 -1.69791  -0.03
C 3.93557 -0.24782 -2.36235  -0.18
C 3.82178 -0.17972 -3.77109  -0.06
C 2.60499 0.03115 -4.35022  -0.10
C 1.45686 0.19228 -3.53908  -0.09
C 1.54010 0.14333 -2.17560  0.00
C 2.79430 -0.08816 -1.55376  -0.22
N 2.82934 -0.17914 -0.18779  0.16
H 4.16048 -1.30112 5.67255  0.09
H 6.26372 -0.86139 4.40913  0.08
H 6.15080 -0.41009 2.01549  0.08
H 2.01839 -1.23255 4.54678  0.08
H 6.10257 -0.82513 0.16038  0.09
H 6.06729 -0.63835 -2.27902  0.11
H 4.71304 -0.30946 -4.37577  0.10
H 2.51244 0.07807 -5.42878  0.09
H 0.49613 0.36194 -4.00632  0.09
H 0.67745 0.29118 -1.52741  0.08
O -0.99833 0.47582 5.72108  0.01
C -0.60484 0.07635 4.63679  -0.64
O -0.02864 0.78476 3.72647  -0.24
C -0.80757 -1.46113 4.26320  -0.62
O -1.01843 -2.26648 5.15478  0.01
O -0.69827 -1.73196 3.00364  -0.25
C -4.28000 0.33376 -2.89911  -0.03
C -3.45234 -0.43833 -1.87538  -0.65
C -2.13191 -0.88512 -2.48672  -0.04
C -4.22256 -1.64660 -1.35278  -0.03
O -3.22865 0.40403 -0.76328  -0.11
Si -1.98503 1.43555 -0.40608  0.01
O -0.68389 0.74952 0.14826  -0.41
O -2.67456 2.57129 0.58231  -0.11
C -3.55145 2.38769 1.69029  -0.64
C -4.98232 2.45957 1.16539  -0.03
C -3.27344 3.54052 2.64856  -0.03
C -3.29802 1.06213 2.39209  -0.02
O -1.69630 2.25876 -1.83416  -0.12
C -1.11447 3.54001 -1.99291  -0.66
C -2.18512 4.61062 -1.79883  -0.03
C -0.58621 3.58427 -3.42328  -0.04
C 0.03339 3.74437 -1.00695  -0.03
H -4.50420 -0.29058 -3.76823  0.08
H -3.73141 1.21827 -3.22575  0.07
H -5.21923 0.65864 -2.44652  0.08
H -2.31554 -1.55161 -3.33391  0.09
H -1.53202 -1.42335 -1.75267  0.06
H -1.57595 -0.01563 -2.83859  0.06
H -4.47811 -2.33113 -2.16566  0.08
H -5.14202 -1.31435 -0.86667  0.08
H -3.61590 -2.18266 -0.62259  0.08
H -5.16559 3.43244 0.70256  0.08
H -5.69665 2.31766 1.98080  0.08
H -5.14065 1.68363 0.41574  0.07
H -3.43027 4.49398 2.13780  0.08
H -2.24261 3.48872 2.99921  0.09
H -3.93265 3.48907 3.51764  0.08
H -3.49764 0.21580 1.73284  0.09
H -3.94271 0.97448 3.27015  0.10
H -2.26818 1.00912 2.73788  0.07
H -2.97862 4.47652 -2.53785  0.08
H -1.75299 5.60714 -1.92354  0.08
H -2.62232 4.52990 -0.80462  0.07
H -1.39557 3.35642 -4.11961  0.08
H 0.20625 2.84633 -3.55635  0.07
H -0.18498 4.57338 -3.66056  0.08
H -0.32348 3.70275 0.02203  0.08
H 0.50411 4.71780 -1.17221  0.08
H 0.78113 2.96046 -1.13147  0.08
C 0.78878 -4.97894 1.93762  -0.05
N 1.37355 -4.64784 0.64330  -0.15
C 2.79329 -4.34347 0.51549  -0.11
C 2.89395 -3.67294 -0.86782  -0.13
N 1.54239 -3.81902 -1.39209  0.01
C 0.67154 -4.23472 -0.41679  -0.88
S -0.99106 -4.25491 -0.58607  0.57
H 1.59752 -5.31414 2.58576  0.08
H 0.06489 -5.78515 1.81987  0.07
H 0.27921 -4.13331 2.39884  0.08
H 3.37783 -5.26928 0.54023  0.11
H 3.12224 -3.69818 1.33393  0.12
H 3.62415 -4.18020 -1.50306  0.11
H 3.17215 -2.63110 -0.79567  0.08
H 1.17613 -3.13604 -2.03527  0.11

Atomic forces in eV per Å
Ca 0.4 0.6 -1.5
C 0.0 0.0 0.0
C 0.0 0.0 0.0
C -0.1 0.0 0.1
C 0.1 0.1 -0.2
C 0.4 -0.2 0.2
C -0.1 -0.1 0.0
C 0.1 -0.1 0.2
C -0.1 0.0 0.1
C 0.0 0.0 -0.1
C 0.2 0.0 -0.1
C 0.0 0.0 0.1
C -0.2 0.0 0.0
C 0.0 0.0 -0.1
C 0.0 0.0 0.1
C -0.2 0.0 0.2
N -0.1 0.0 -0.2
H 0.0 0.0 0.0
H 0.0 0.0 0.0
H 0.0 0.0 0.0
H 0.0 0.0 0.0
H 0.0 0.0 0.0
H 0.0 0.0 0.0
H 0.0 0.0 0.0
H 0.0 0.0 0.0
H -0.1 0.0 0.0
H -0.1 0.0 0.0
O -0.1 0.1 0.2
C 0.0 0.0 -0.2
O -0.3 0.0 0.6
C 0.1 0.1 -0.2
O -0.1 -0.2 0.2
O -0.4 -0.4 0.7
C 0.0 0.0 -0.1
C 0.1 -0.1 0.1
C 0.0 -0.1 -0.2
C 0.0 0.0 0.0
O -0.2 0.1 0.0
Si 0.2 -0.1 0.1
O 0.0 -0.1 0.1
O 0.1 0.0 -0.1
C 0.0 0.0 0.0
C -0.1 0.0 0.0
C 0.0 0.0 0.0
C -0.1 -0.1 0.1
O -0.2 0.0 0.0
C 0.1 -0.1 0.1
C 0.0 0.1 0.0
C 0.0 0.1 0.0
C 0.1 0.1 0.0
H 0.0 0.0 0.0
H 0.0 0.0 0.0
H 0.0 0.0 0.0
H 0.0 0.0 0.0
H 0.0 0.0 0.0
H 0.0 0.0 0.0
H 0.0 0.0 0.0
H 0.0 0.0 0.0
H 0.0 0.0 0.0
H 0.0 0.0 0.0
H 0.0 0.0 0.0
H 0.0 0.0 0.0
H 0.0 0.0 0.0
H 0.0 0.0 0.0
H 0.0 0.0 0.0
H 0.0 0.0 0.0
H 0.0 0.0 0.0
H 0.1 0.0 0.0
H 0.0 0.0 0.0
H 0.0 0.0 0.0
H 0.0 0.0 0.0
H 0.0 0.0 0.0
H 0.0 0.0 0.0
H 0.0 0.0 0.0
H 0.0 0.0 0.0
H 0.0 0.0 0.0
H 0.0 0.0 0.0
C 0.0 -0.2 -0.2
N 0.0 0.3 0.4
C 0.1 -0.1 0.0
C 0.0 -0.2 0.1
N -0.1 0.0 0.0
C -0.4 -0.1 -0.2
S 0.2 0.0 0.0
H 0.0 0.0 0.0
H 0.0 0.0 0.0
H 0.0 0.2 0.0
H 0.0 0.0 0.1
H 0.0 0.1 -0.1
H -0.1 0.0 0.0
H 0.1 0.3 0.1
H 0.0 0.0 0.0

No. 4
The following is a quantum chemistry calculation of 4 unconnected molecules or ions with the total composition C20H20N4, from the OMol25 dataset.

Structure (SMILES): c1ccncc1.c1ccncc1.c1ccncc1.c1ccncc1
LUMO energy: 0.72 eV
Highest occupied orbital energy: -9.4 eV
Energy above the lowest of the compared OMol25 structures with the same formula, charge and spin: 2.453 eV
Charge: 0

Each line ends with the Löwdin charge.
CARTESIAN COORDINATES (ANGSTROEM)
C -0.36493 -1.79980 2.30364  -0.06
C -1.44051 -2.41503 2.95986  -0.08
C -1.48838 -2.40272 4.33875  -0.16
N -0.48906 -1.92252 5.10486  0.04
C 0.51886 -1.31581 4.46545  -0.16
C 0.62486 -1.24169 3.09506  -0.08
H -0.25411 -1.79229 1.22839  0.09
H -2.26002 -2.76965 2.34809  0.10
H -2.32132 -2.80531 4.89932  0.10
H 1.25766 -1.02589 5.20684  0.10
H 1.43596 -0.69678 2.63280  0.07
C 3.63120 2.67530 0.38391  -0.07
C 2.45889 2.40619 -0.31756  -0.07
C 1.86313 1.16483 -0.15008  -0.15
N 2.42833 0.18088 0.53749  0.04
C 3.58051 0.40438 1.17774  -0.15
C 4.16796 1.66136 1.17264  -0.07
H 4.01990 3.68287 0.34458  0.10
H 2.05272 3.10976 -1.03211  0.09
H 0.92643 0.92659 -0.64394  0.09
H 3.99902 -0.43467 1.71324  0.10
H 5.06922 1.89655 1.72481  0.10
C -0.68606 -3.84317 -2.85775  -0.08
C 0.50531 -3.34163 -2.36418  -0.08
C 0.57523 -2.05222 -1.85169  -0.15
N -0.47609 -1.23580 -1.91595  0.05
C -1.64713 -1.71694 -2.37867  -0.15
C -1.79351 -3.00184 -2.84040  -0.07
H -0.71866 -4.85121 -3.24437  0.10
H 1.40261 -3.94840 -2.41801  0.10
H 1.49462 -1.62975 -1.46698  0.09
H -2.43800 -1.01766 -2.13744  0.09
H -2.72018 -3.38905 -3.24645  0.10
C -1.13131 3.65939 -1.44608  -0.09
C -1.13197 2.62028 -2.37566  -0.07
C -2.31480 1.88611 -2.46101  -0.16
N -3.39881 2.09230 -1.69247  0.05
C -3.32026 3.01035 -0.73726  -0.15
C -2.20247 3.81971 -0.59436  -0.08
H -0.30544 4.35196 -1.33858  0.10
H -0.32126 2.38718 -3.04837  0.10
H -2.44085 1.03541 -3.11524  0.09
H -4.21396 3.09325 -0.13089  0.10
H -2.13332 4.58517 0.16807  0.10

Atomic forces in eV per Å
C 0.0 -0.4 0.9
C 0.1 0.7 -1.0
C 0.7 0.1 0.6
N -0.7 0.1 -0.8
C -0.4 -1.0 1.4
C 0.3 0.6 -0.5
H -0.2 0.1 -0.1
H -0.1 -0.3 0.2
H -0.1 -0.1 -0.2
H 0.4 0.5 -0.7
H 0.1 -0.2 0.0
C -1.0 -0.3 -0.1
C 0.3 -0.1 0.0
C 0.2 -0.1 -0.4
N 0.0 -0.5 0.3
C -0.6 0.7 -0.4
C 0.6 0.6 -0.1
H 0.4 -0.1 0.0
H -0.2 0.1 0.2
H 0.0 0.0 0.0
H 0.1 0.0 0.1
H 0.0 -0.3 0.1
C 0.3 0.7 0.2
C 0.6 -0.5 0.0
C -0.6 0.2 -1.0
N 0.0 -0.2 0.5
C 0.9 0.7 1.3
C -0.3 -0.8 -0.6
H -0.2 0.0 -0.1
H 0.0 0.0 0.2
H 0.1 -0.1 0.1
H -0.5 -0.2 -0.8
H -0.2 0.3 0.2
C 0.5 -0.2 -0.2
C -1.0 0.1 0.1
C -0.3 -0.1 0.6
N 0.5 -0.3 -0.1
C 0.0 0.0 -0.5
C -0.2 0.3 0.4
H 0.2 -0.2 -0.1
H 0.2 0.1 0.1
H 0.3 0.1 -0.4
H 0.1 0.2 0.2
H -0.3 0.0 0.0